# 1
{
  "formula": "C3H4O2S2",
  "method": "ωB97M-V/def2-TZVPD",
  "elements": ["O", "C", "S", "C", "S", "C", "O", "H", "H", "H", "H"],
  "coordinates": [[0.7414, -3.1376, 1.3122], [0.1655, -2.2697, 0.6885], [-0.1664, -0.5999, 1.1876], [-0.9383, -0.0021, -0.3823], [0.1264, 0.7476, -1.5745], [0.4384, 2.2907, -0.7826], [-0.1598, 2.7765, 0.1369], [-0.1145, -2.4925, -0.3375], [-1.6049, 0.8813, -0.1193], [-1.6528, -0.7279, -0.8536], [1.3656, 2.7511, -1.2351]],
  "forces_ev_per_angstrom": [[-0.800, 1.448, -0.052], [1.246, -1.242, 0.370], [-0.369, -0.160, -0.653], [-2.159, 0.907, 0.769], [0.774, -0.365, -0.558], [0.870, 0.486, -0.014], [0.046, -0.341, -0.224], [-0.495, 0.199, -0.563], [0.669, -1.233, 0.284], [1.025, 0.387, 0.445], [-0.806, -0.086, 0.197]],
  "smiles": "O=CSCSC=O",
  "e_lumo_ev": 0.31,
  "spin_multiplicity": 1,
  "homo_lumo_gap_ev": 10.3,
  "e_above_lowest_kcal_mol": 15.9,
  "max_force_ev_per_a": 2.46
}

# 2
{
  "formula": "C20H18ClLuN4O4P",
  "method": "ωB97M-V/def2-TZVPD",
  "elements": ["Lu", "O", "Cl", "O", "O", "O", "C", "C", "C", "C", "C", "C", "P", "C", "C", "C", "C", "C", "C", "C", "C", "C", "C", "C", "C", "H", "H", "H", "H", "H", "H", "H", "H", "H", "H", "H", "H", "H", "H", "N", "C", "N", "N", "C", "N", "H", "H", "H", "H"],
  "coordinates": [[-0.9041, 2.0504, 0.2573], [-4.0592, 4.4539, -0.1149], [-2.9855, 3.5827, 0.0286], [-1.7277, 4.2143, 0.5369], [-2.5264, 2.9216, -1.2145], [-3.1953, 2.4589, 0.9515], [-4.2616, -0.3960, -1.3104], [-3.3114, -0.1665, -2.2986], [-1.9627, -0.1883, -1.9844], [-1.5517, -0.4403, -0.6677], [-2.5238, -0.6512, 0.3223], [-3.8728, -0.6394, -0.0018], [0.2100, -0.5394, -0.1656], [0.6705, -2.2788, -0.3640], [1.9437, -2.6757, 0.0405], [2.3501, -3.9895, -0.1196], [1.4818, -4.9235, -0.6682], [0.2104, -4.5374, -1.0646], [-0.1947, -3.2184, -0.9182], [1.0082, 0.4374, -1.4703], [1.8011, -0.0956, -2.4812], [2.3529, 0.7647, -3.4210], [2.0970, 2.1265, -3.3520], [1.2871, 2.6411, -2.3439], [0.7295, 1.8191, -1.3607], [-5.3133, -0.3754, -1.5634], [-3.6243, 0.0326, -3.3144], [-1.2159, -0.0040, -2.7470], [-2.2127, -0.8471, 1.3449], [-4.6162, -0.8066, 0.7653], [2.6323, -1.9560, 0.4697], [3.3435, -4.2865, 0.1881], [1.7980, -5.9512, -0.7849], [-0.4698, -5.2606, -1.4932], [-1.1874, -2.9312, -1.2402], [1.9906, -1.1609, -2.5394], [2.9781, 0.3692, -4.2110], [2.5293, 2.7878, -4.0918], [1.0983, 3.7091, -2.3313], [2.6278, 1.5764, 5.9350], [2.0027, 1.4723, 4.7651], [2.4363, 0.5799, 3.8683], [0.9536, 2.2954, 4.5764], [0.4006, 2.1905, 3.4122], [-0.1069, 2.1069, 2.3679], [3.4274, 1.0198, 6.1773], [2.2900, 2.2646, 6.5865], [3.2164, -0.0247, 4.0557], [1.9561, 0.4692, 2.9885]],
  "forces_ev_per_angstrom": [[0.894, -0.833, 0.198], [-0.129, 0.105, -0.030], [0.916, -0.277, 0.086], [-0.765, 0.030, -0.211], [-0.532, 0.427, 0.120], [-0.514, 0.433, -0.064], [-0.027, 0.000, -0.036], [0.013, 0.005, 0.025], [0.028, 0.031, 0.058], [-0.082, -0.071, -0.102], [0.038, 0.035, 0.015], [0.014, 0.035, 0.020], [0.142, 0.048, 0.111], [-0.110, -0.074, -0.078], [0.074, 0.043, 0.041], [0.002, -0.021, 0.002], [-0.009, -0.005, -0.004], [0.028, 0.006, 0.016], [-0.017, -0.005, -0.008], [0.192, 0.011, -0.186], [-0.040, 0.038, 0.054], [0.030, -0.013, -0.032], [-0.012, -0.001, 0.019], [0.028, -0.064, -0.010], [-0.103, 0.014, 0.082], [-0.005, 0.000, 0.004], [0.000, 0.002, -0.011], [-0.015, -0.009, -0.019], [-0.008, -0.006, -0.007], [0.000, 0.001, 0.011], [-0.028, 0.032, -0.006], [0.011, -0.005, -0.001], [-0.003, -0.008, -0.007], [-0.002, -0.014, -0.006], [0.001, 0.030, 0.007], [-0.005, -0.017, 0.013], [0.003, 0.004, -0.003], [-0.004, 0.021, -0.004], [-0.005, 0.004, 0.003], [-0.026, 0.018, -0.021], [-0.147, 0.264, 0.328], [-0.108, 0.046, -0.074], [0.290, -0.570, -0.648], [-0.016, 0.180, 0.318], [-0.037, 0.129, -0.034], [-0.003, -0.001, 0.011], [0.022, -0.005, 0.016], [0.011, 0.015, 0.029], [0.015, -0.004, 0.014]],
  "charge": 1,
  "e_lumo_ev": -2.59,
  "spin_multiplicity": 1,
  "homo_lumo_gap_ev": 8.4,
  "max_force_ev_per_a": 1.24
}

# 3
{
  "formula": "C20H27BrN2O4PSe2Te2Zr",
  "method": "ωB97M-V/def2-TZVPD",
  "elements": ["Zr", "Se", "Te", "Te", "Se", "Br", "C", "C", "C", "C", "C", "C", "N", "C", "C", "C", "C", "C", "C", "N", "H", "H", "H", "H", "H", "H", "H", "H", "H", "C", "C", "C", "C", "O", "P", "O", "O", "O", "C", "C", "C", "C", "H", "H", "H", "H", "H", "H", "H", "H", "H", "H", "H", "H", "H", "H", "H", "H", "H", "H"],
  "coordinates": [[-0.1133, 0.1013, 0.1936], [1.6127, -0.1984, -1.7620], [2.6328, -1.4546, 0.1739], [2.1940, 0.4469, 2.0960], [0.0874, -0.5500, 2.8887], [0.1914, 7.6260, 0.0250], [-0.2214, 5.8157, 0.3217], [-1.4731, 5.4603, 0.7897], [-1.7800, 4.1191, 0.9882], [-0.8480, 3.1227, 0.7330], [0.4035, 3.5046, 0.2715], [0.7254, 4.8376, 0.0642], [-1.1293, 1.7260, 0.9177], [-2.5300, 1.3055, 0.7661], [-2.5971, -1.2972, 0.7963], [-3.6935, -2.1281, 0.7596], [-3.5129, -3.4153, 0.2914], [-2.2556, -3.8205, -0.1342], [-1.2138, -2.9261, -0.0633], [-1.3789, -1.6846, 0.4253], [-2.2095, 6.2237, 1.0035], [-2.7627, 3.8743, 1.3732], [1.1762, 2.7738, 0.0647], [1.7074, 5.1107, -0.2987], [-3.2374, 1.9324, 1.2969], [-4.6463, -1.7633, 1.1090], [-4.3502, -4.0999, 0.2551], [-2.0805, -4.8158, -0.5165], [-0.2112, -3.1787, -0.3740], [-6.2887, 0.7341, -2.4918], [-5.5503, 1.1728, -1.2498], [-5.5105, 2.6814, -1.1166], [-6.1009, 0.5191, -0.0032], [-4.1630, 0.6136, -1.4426], [-2.7840, 1.1806, -1.0459], [-1.6866, 0.1745, -1.3739], [-2.7514, -0.0433, 1.3492], [-2.5736, 2.5741, -1.6247], [-2.2380, 3.0351, -3.0229], [-2.2688, 4.5410, -2.9116], [-0.8578, 2.5096, -3.3527], [-3.2891, 2.4951, -3.9664], [-7.3493, 0.9639, -2.3788], [-6.1813, -0.3404, -2.6375], [-5.9172, 1.2486, -3.3788], [-6.5404, 3.0396, -1.1049], [-4.9961, 3.1560, -1.9501], [-5.0428, 3.0101, -0.1841], [-7.0918, 0.9248, 0.2062], [-5.4670, 0.7157, 0.8642], [-6.1989, -0.5577, -0.1406], [-1.5079, 4.8907, -2.2131], [-3.2456, 4.8891, -2.5705], [-2.0708, 4.9802, -3.8911], [-0.1428, 2.7995, -2.5855], [-0.5450, 2.9616, -4.2964], [-0.8510, 1.4249, -3.4666], [-4.2768, 2.9050, -3.7501], [-3.3438, 1.4042, -3.9493], [-3.0178, 2.7926, -4.9810]],
  "forces_ev_per_angstrom": [[0.837, -0.940, 0.572], [0.046, 0.196, 0.071], [0.057, -0.055, -0.064], [0.092, 0.198, -0.096], [0.192, -0.134, -0.060], [0.038, 0.160, -0.029], [0.011, -0.087, -0.024], [-0.072, -0.194, 0.048], [-0.240, 0.278, 0.201], [-0.403, -0.710, 0.272], [0.442, 0.190, -0.145], [-0.091, -0.046, 0.037], [-0.766, 1.013, -0.825], [0.349, -0.219, 0.051], [-0.065, 0.717, 0.150], [-0.142, -0.202, 0.084], [-0.090, -0.034, 0.018], [0.090, -0.110, -0.057], [0.032, 0.131, 0.212], [-0.629, -0.470, -0.372], [0.009, -0.032, -0.003], [0.041, 0.053, -0.037], [-0.025, -0.151, -0.013], [-0.020, -0.019, 0.012], [-0.019, -0.016, 0.184], [-0.004, 0.002, -0.001], [0.013, 0.007, -0.006], [-0.016, 0.020, 0.013], [0.066, -0.035, -0.037], [-0.125, -0.009, -0.120], [0.360, -0.016, -0.065], [-0.100, 0.164, 0.061], [-0.073, -0.049, 0.115], [-0.431, -0.296, 0.023], [0.488, -0.845, 0.160], [-0.248, 0.514, 0.004], [0.133, 0.395, -0.157], [0.066, 0.792, -0.183], [0.033, -0.213, 0.239], [-0.001, 0.111, -0.018], [0.035, 0.053, -0.198], [-0.069, 0.013, -0.242], [0.019, 0.000, -0.023], [-0.009, 0.012, 0.010], [-0.010, -0.034, 0.053], [0.000, 0.013, 0.018], [-0.116, -0.046, 0.133], [0.027, -0.061, -0.045], [0.017, -0.014, -0.004], [-0.011, -0.002, -0.023], [0.025, 0.015, -0.012], [-0.009, -0.012, 0.013], [0.039, -0.029, -0.017], [-0.001, -0.025, 0.035], [0.056, 0.034, 0.080], [0.050, -0.062, 0.030], [-0.012, 0.047, 0.008], [0.114, -0.017, -0.086], [0.062, 0.050, 0.045], [-0.040, 0.007, 0.013]],
  "charge": 1,
  "e_lumo_ev": -3.57,
  "spin_multiplicity": 1,
  "homo_lumo_gap_ev": 6.7,
  "e_above_lowest_kcal_mol": 0.0,
  "max_force_ev_per_a": 1.51
}

# 4
{
  "formula": "C21H27ClN2O5",
  "method": "ωB97M-V/def2-TZVPD",
  "elements": ["C", "O", "C", "C", "C", "C", "C", "C", "O", "N", "C", "C", "C", "O", "C", "C", "N", "C", "O", "C", "C", "C", "C", "C", "O", "C", "C", "C", "Cl", "H", "H", "H", "H", "H", "H", "H", "H", "H", "H", "H", "H", "H", "H", "H", "H", "H", "H", "H", "H", "H", "H", "H", "H", "H", "H", "H"],
  "coordinates": [[0.1359, -6.2164, -3.5266], [1.1299, -5.2327, -3.2451], [0.7731, -4.3594, -2.2556], [0.2022, -3.1308, -2.5958], [-0.0396, -2.7803, -4.0369], [-0.1212, -2.2457, -1.5789], [0.1344, -2.5473, -0.2464], [-0.2232, -1.5142, 0.7800], [-1.0526, -0.6504, 0.5447], [0.4267, -1.5944, 1.9708], [0.2639, -0.5632, 2.9828], [1.2910, 0.5558, 2.8510], [1.0682, 1.6630, 3.8589], [-0.1545, 2.3040, 3.5296], [-0.4514, 3.4631, 4.2773], [-0.9155, 4.5426, 3.3145], [0.1808, 5.1044, 2.5239], [0.9328, 4.2628, 1.7159], [2.1307, 4.1217, 1.8603], [0.2031, 3.5473, 0.6838], [-0.3306, 2.8824, -0.1613], [-0.8941, 2.0149, -1.1823], [-1.7836, 2.6881, -2.2350], [-1.7045, 1.6993, -3.4056], [-0.5676, 0.8567, -3.1717], [0.1690, 1.3801, -2.0785], [0.7023, -3.7695, 0.0867], [1.0162, -4.6660, -0.9202], [1.7317, -6.1917, -0.5080], [0.5296, -6.8321, -4.3309], [-0.0561, -6.8389, -2.6506], [-0.7959, -5.7449, -3.8487], [-0.2871, -1.7239, -4.1289], [0.8401, -2.9982, -4.6416], [-0.8666, -3.3614, -4.4508], [-0.5786, -1.2962, -1.8265], [1.2427, -2.1805, 2.0187], [-0.7402, -0.1598, 2.8749], [0.3394, -1.0314, 3.9673], [2.3001, 0.1552, 2.9854], [1.2373, 0.9867, 1.8484], [1.0170, 1.2591, 4.8802], [1.8908, 2.3843, 3.8129], [-1.2421, 3.2460, 5.0050], [0.4309, 3.8065, 4.8302], [-1.6589, 4.1168, 2.6393], [-1.3893, 5.3611, 3.8575], [0.8338, 5.6010, 3.1211], [-1.4396, 1.2107, -0.6826], [-2.8027, 2.8447, -1.8867], [-1.3615, 3.6556, -2.5090], [-2.5854, 1.0574, -3.4622], [-1.5872, 2.2104, -4.3638], [0.8903, 2.1364, -2.4108], [0.7047, 0.5645, -1.5946], [0.8814, -4.0530, 1.1151]],
  "forces_ev_per_angstrom": [[0.003, 0.005, 0.000], [0.004, -0.002, 0.002], [-0.013, 0.007, -0.012], [0.009, -0.018, 0.008], [-0.026, -0.002, -0.002], [0.003, 0.004, -0.001], [-0.011, -0.015, 0.008], [0.048, -0.003, 0.038], [-0.054, 0.033, -0.014], [-0.008, 0.052, -0.043], [0.001, -0.028, 0.002], [0.015, 0.012, -0.005], [-0.037, -0.028, 0.029], [0.123, 0.048, -0.044], [-0.092, -0.035, 0.033], [-0.210, 0.072, -0.256], [0.335, 0.059, 0.266], [-0.176, -0.454, 0.215], [0.064, 0.311, -0.246], [-0.025, 0.022, 0.032], [0.002, 0.005, -0.022], [-0.001, -0.019, 0.014], [0.015, 0.002, 0.003], [-0.004, -0.004, -0.008], [-0.003, 0.002, 0.006], [-0.013, -0.015, 0.013], [0.004, 0.014, -0.037], [0.002, 0.002, 0.017], [0.001, -0.001, 0.001], [-0.002, -0.002, 0.000], [0.000, -0.002, 0.001], [0.000, 0.000, 0.000], [0.010, 0.006, 0.003], [0.004, 0.005, 0.000], [0.007, -0.007, -0.002], [-0.001, -0.001, 0.006], [-0.008, 0.003, 0.016], [0.002, 0.004, -0.008], [-0.007, 0.004, 0.002], [0.001, 0.003, 0.005], [-0.002, -0.007, -0.004], [0.016, 0.000, 0.001], [-0.003, 0.005, -0.005], [0.002, 0.000, 0.003], [0.005, 0.009, -0.003], [0.001, -0.007, -0.004], [0.001, -0.001, -0.002], [0.005, 0.001, 0.006], [0.013, -0.004, -0.006], [-0.001, 0.000, 0.000], [0.000, 0.000, -0.002], [0.004, -0.004, 0.004], [-0.004, 0.003, 0.003], [0.000, -0.001, 0.000], [0.001, -0.003, -0.002], [0.002, -0.031, -0.010]],
  "smiles": "COc1c(C)cc(C(=O)NCCCOCCNC(=O)C#C[C@H]2CCOC2)cc1Cl",
  "e_lumo_ev": 0.69,
  "spin_multiplicity": 1,
  "homo_lumo_gap_ev": 9.8,
  "e_above_lowest_kcal_mol": 48.6,
  "max_force_ev_per_a": 0.53
}

# 5
{
  "formula": "C11H38O8",
  "method": "ωB97M-V/def2-TZVPD",
  "elements": ["C", "C", "O", "H", "H", "H", "H", "H", "H", "C", "C", "O", "H", "H", "H", "H", "H", "H", "C", "C", "O", "H", "H", "H", "H", "H", "H", "C", "O", "H", "H", "H", "H", "C", "O", "H", "H", "H", "H", "C", "O", "H", "H", "H", "H", "C", "O", "H", "H", "H", "H", "C", "O", "H", "H", "H", "H"],
  "coordinates": [[26.2688, -24.9555, 22.5232], [27.8114, -24.7719, 22.4562], [28.2676, -24.3510, 23.7182], [25.9258, -25.6626, 23.2784], [25.7499, -25.0408, 21.5684], [25.9200, -24.0044, 22.9255], [28.1553, -24.0896, 21.6789], [28.1983, -25.7399, 22.1376], [28.6581, -25.1055, 24.1654], [19.4921, -25.9072, 28.7997], [18.8170, -27.2329, 28.6957], [19.8511, -28.1745, 28.3419], [18.7755, -25.1165, 29.0221], [19.9366, -25.6386, 27.8414], [20.2497, -25.7874, 29.5742], [18.1352, -27.2765, 27.8463], [18.3320, -27.5110, 29.6314], [19.4823, -28.9843, 27.9815], [15.5227, -24.4167, 20.5329], [14.6869, -23.2344, 21.0041], [13.8726, -22.7016, 20.0124], [16.1343, -24.1123, 19.6836], [14.8750, -25.2562, 20.2802], [16.2089, -24.7546, 21.3095], [15.3748, -22.5350, 21.4791], [14.0054, -23.4600, 21.8243], [13.1281, -23.3051, 19.9564], [21.0032, -21.1650, 22.3387], [20.8600, -22.0027, 21.2355], [21.0233, -21.7138, 23.2803], [21.9337, -20.6032, 22.2582], [20.2764, -20.3549, 22.2796], [21.3545, -21.6739, 20.4812], [18.4599, -21.5066, 15.5974], [19.4061, -21.2014, 14.6055], [18.6091, -22.4367, 16.1459], [18.1737, -20.7780, 16.3559], [17.6028, -21.7180, 14.9581], [19.1928, -20.3729, 14.1699], [24.5398, -21.5931, 27.5725], [25.8615, -21.9689, 27.5350], [23.9674, -22.5105, 27.4352], [24.3699, -21.2862, 28.6045], [24.2616, -20.7108, 26.9960], [26.0752, -22.5355, 26.7902], [24.0928, -23.5413, 16.4116], [23.3156, -22.4026, 16.7654], [24.6582, -23.4506, 15.4841], [24.7552, -23.7969, 17.2387], [23.4276, -24.4036, 16.3691], [22.6753, -22.2778, 16.0611], [25.4060, -17.7750, 18.8190], [25.8687, -16.5005, 19.1495], [24.5718, -17.7304, 18.1189], [26.0732, -18.4741, 18.3148], [25.1226, -18.3332, 19.7113], [25.0475, -16.0227, 19.2876]],
  "forces_ev_per_angstrom": [[0.336, 1.779, 0.227], [-1.370, -1.334, -0.562], [0.463, -0.012, 0.192], [0.342, -0.463, -0.353], [0.246, -0.484, -0.046], [-0.225, 0.230, 0.008], [-0.371, 0.376, 0.155], [0.546, -0.157, 0.311], [0.014, 0.073, 0.085], [-0.143, 1.314, -0.190], [0.859, -0.992, -0.625], [0.303, -0.015, 0.430], [-0.292, -0.019, -0.036], [0.134, -0.093, 0.014], [0.066, -0.613, 0.006], [-0.555, 0.480, 0.315], [-0.155, -0.120, -0.017], [-0.215, 0.060, 0.101], [-0.248, 0.008, 0.248], [0.486, -0.754, 1.461], [-0.110, 0.696, -0.919], [-0.156, -0.098, -0.127], [0.111, -0.072, -0.269], [-0.043, 0.031, 0.134], [-0.123, 0.743, -0.672], [0.220, -0.697, 0.405], [-0.128, 0.147, -0.264], [0.785, 1.442, -0.352], [-0.272, -1.146, -0.510], [-0.377, -0.014, -0.183], [0.462, -0.160, 0.283], [-0.594, -0.212, 0.606], [0.005, 0.077, 0.135], [-2.072, -0.635, -0.922], [1.821, 0.126, 0.565], [0.949, -0.001, -0.335], [0.493, 0.571, -0.244], [-0.965, -0.059, 0.767], [-0.192, -0.019, 0.191], [-0.875, -0.366, 1.253], [2.160, 0.084, -0.160], [-0.850, 0.466, -0.455], [-0.180, -0.006, 0.150], [-0.011, -0.317, -0.689], [-0.231, 0.133, -0.117], [-0.559, -0.611, 0.657], [0.467, 0.056, -0.161], [-0.010, 0.204, -0.001], [0.206, 0.476, -0.052], [-0.020, -0.231, -0.431], [-0.130, 0.137, -0.005], [-0.732, -1.578, -0.232], [0.286, 0.250, -0.230], [-0.360, 0.067, 0.134], [0.918, 0.754, -0.012], [-0.381, 0.019, 0.180], [0.266, 0.480, 0.157]],
  "smiles": "CCO.CCO.CCO.CO.CO.CO.CO.CO",
  "e_lumo_ev": 0.34,
  "spin_multiplicity": 1,
  "homo_lumo_gap_ev": 10.6,
  "e_above_lowest_kcal_mol": 108.8,
  "max_force_ev_per_a": 2.36
}